The following is a DFT calculation (wB97M-V/def2-TZVPD) of a cluster of 2 separate species, C18H34ClN2O3 in total in a non-equilibrium geometry.

Calculated values
Molar mass: 361.934 g mol⁻¹
Energy above the lowest of the compared OMol25 structures with the same formula, charge and spin: 36.51 kJ/mol
Highest occupied orbital energy: -12.24 eV
2S+1: 1
E: -1501.4304 hartree
HOMO-LUMO gap: 9.2 eV
Net charge: +1

Each line ends with the Löwdin charge.
Geometry (Å):
C: -3.807 4.657 4.062  -0.055
C: -4.077 4.060 2.694  -0.261
O: -2.901 4.186 1.892  -0.148
C: -3.130 3.826 0.558  -0.233
C: -1.769 3.543 -0.094  -0.087
C: -1.515 2.049 -0.301  -0.256
C: -0.034 1.677 -0.224  -0.095
C: 0.060 0.154 -0.087  -0.336
C: 1.483 -0.368 0.153  -0.149
C: 1.571 -1.073 1.517  -0.167
C: 2.958 -1.623 1.787  -0.163
O: 2.975 -2.721 2.706  -0.022
C: 2.240 -2.535 3.846  -0.515
C: 1.116 -3.511 4.048  0.021
O: 2.486 -1.645 4.641  0.116
C: -0.614 -0.496 -1.319  -0.618
Cl: -1.760 -1.774 -0.807  0.671
C: -1.279 0.468 -2.279  -0.135
N: -2.061 1.571 -1.624  0.122
H: -4.170 5.679 4.112  0.077
H: -4.258 4.054 4.842  0.077
H: -2.736 4.687 4.247  0.080
H: -4.907 4.577 2.207  0.120
H: -4.338 3.000 2.759  0.117
H: -3.660 4.621 0.024  0.130
H: -3.772 2.935 0.528  0.118
H: -1.024 3.868 0.626  0.130
H: -1.640 4.096 -1.023  0.127
H: -2.005 1.478 0.485  0.160
H: 0.522 2.038 -1.089  0.144
H: 0.372 2.120 0.681  0.141
H: -0.558 -0.088 0.778  0.115
H: 2.129 0.508 0.227  0.127
H: 1.833 -1.010 -0.649  0.091
H: 0.812 -1.858 1.522  0.118
H: 1.286 -0.338 2.271  0.128
H: 3.418 -1.968 0.867  0.128
H: 3.582 -0.833 2.207  0.133
H: 1.367 -4.499 3.674  0.089
H: 0.229 -3.158 3.524  0.084
H: 0.873 -3.553 5.104  0.090
H: 0.161 -0.984 -1.903  0.069
H: -1.979 -0.102 -2.885  0.124
H: -0.557 0.882 -2.976  0.141
H: -3.046 1.324 -1.543  0.186
H: -2.033 2.373 -2.254  0.178
C: 3.922 -4.016 -3.972  -0.102
C: 2.415 -4.098 -3.757  -0.255
C: 1.664 -2.889 -4.330  -0.181
C: 2.104 -1.644 -3.693  -0.232
N: 2.467 -0.666 -3.208  0.164
H: 4.353 -3.154 -3.460  0.072
H: 4.411 -4.906 -3.581  0.078
H: 4.164 -3.938 -5.033  0.081
H: 2.203 -4.185 -2.689  0.110
H: 2.027 -4.999 -4.233  0.112
H: 0.590 -2.995 -4.171  0.114
H: 1.837 -2.803 -5.403  0.126

---

The following is a DFT calculation (wB97M-V/def2-TZVPD) of a structure of composition C18H34F18K3O18P3 in a non-equilibrium geometry.

Calculated values
Molar mass: 1090.632 g mol⁻¹
Highest occupied orbital energy: -10.25 eV
2S+1: 1
E: -6682.5567 hartree
HOMO-LUMO gap: 8.3 eV

Each line ends with the Löwdin charge.
Geometry (Å):
K: -4.728 -1.929 2.907  0.982
K: 6.262 -4.601 -0.713  0.985
K: -1.268 -4.548 -5.283  0.980
P: 0.881 -0.819 -0.350  0.161
F: 1.816 -1.350 -1.640  -0.228
F: 0.983 -2.342 0.227  -0.193
F: 2.102 -0.311 0.583  -0.180
F: -0.087 -0.314 0.807  -0.170
F: 0.979 0.687 -1.043  -0.203
F: -0.456 -1.301 -1.067  -0.173
P: 2.574 -8.867 -2.802  0.181
F: 2.712 -8.276 -1.306  -0.183
F: 2.620 -7.262 -3.256  -0.240
F: 4.216 -8.967 -2.814  -0.211
F: 2.700 -9.357 -4.318  -0.168
F: 2.359 -10.426 -2.325  -0.179
F: 0.949 -8.764 -2.878  -0.184
P: -7.137 -5.209 -2.133  0.230
F: -8.446 -5.614 -3.094  -0.207
F: -8.101 -4.271 -1.284  -0.157
F: -7.395 -6.429 -1.094  -0.203
F: -5.861 -5.027 -1.111  -0.221
F: -6.313 -6.332 -3.024  -0.215
F: -6.599 -3.969 -3.136  -0.217
C: -3.688 2.764 -5.362  -0.132
C: -2.443 3.589 -5.813  -0.130
O: -2.900 4.663 -6.594  0.079
C: -4.245 4.623 -6.653  -0.505
O: -4.919 5.451 -7.206  0.159
O: -4.700 3.430 -6.075  0.035
H: -3.888 2.814 -4.292  0.124
H: -3.582 1.705 -5.600  0.122
H: -1.674 2.912 -6.184  0.127
H: -2.048 3.951 -4.864  0.123
C: -5.538 4.501 1.639  -0.050
O: -6.451 4.430 0.530  -0.022
C: -7.369 3.411 0.375  -0.575
O: -7.311 2.393 1.080  0.072
O: -8.016 3.603 -0.718  0.041
C: -8.908 2.585 -1.201  -0.017
H: -5.994 4.082 2.536  0.087
H: -5.218 5.505 1.920  0.087
H: -4.585 4.008 1.446  0.089
H: -9.273 2.805 -2.205  0.096
H: -9.837 2.392 -0.665  0.099
H: -8.388 1.630 -1.269  0.099
C: 3.106 -3.288 -9.894  0.011
O: 3.878 -2.033 -9.919  -0.008
C: 3.658 -1.109 -9.003  -0.554
O: 2.674 -1.100 -8.233  0.064
O: 4.777 -0.402 -8.786  -0.004
C: 4.864 0.545 -7.821  -0.093
H: 3.851 -4.048 -9.657  0.097
H: 2.666 -3.210 -10.888  0.102
H: 2.379 -3.367 -9.085  0.081
H: 5.909 0.841 -7.911  0.102
H: 4.809 0.070 -6.842  0.098
H: 4.148 1.366 -7.835  0.106
C: -2.519 0.001 10.374  -0.017
O: -1.781 1.184 9.903  -0.016
C: -1.480 1.199 8.586  -0.566
O: -1.937 0.449 7.713  0.083
O: -0.472 2.053 8.565  0.000
C: 0.385 2.333 7.495  -0.045
H: -3.026 0.078 11.335  0.089
H: -1.701 -0.715 10.459  0.096
H: -3.287 -0.371 9.696  0.085
H: 0.733 3.366 7.505  0.097
H: -0.061 2.287 6.501  0.094
H: 1.177 1.585 7.546  0.103
C: 5.890 5.416 -0.828  -0.083
O: 5.228 6.069 0.201  0.018
C: 4.967 7.379 0.128  -0.501
O: 5.291 8.165 -0.799  0.081
O: 4.385 7.764 1.295  -0.009
C: 3.895 9.027 1.451  -0.095
H: 5.445 5.394 -1.823  0.099
H: 5.856 4.349 -0.607  0.093
H: 6.958 5.587 -0.959  0.099
H: 3.707 9.142 2.519  0.097
H: 2.920 9.051 0.964  0.101
H: 4.475 9.886 1.114  0.100
C: 5.940 -4.051 9.234  -0.043
O: 6.158 -3.703 7.863  0.002
C: 5.165 -3.572 6.961  -0.534
O: 5.380 -3.287 5.782  0.107
O: 4.000 -3.994 7.486  -0.016
C: 2.844 -3.835 6.813  -0.096
H: 5.046 -3.533 9.581  0.093
H: 6.777 -3.871 9.909  0.094
H: 5.767 -5.118 9.373  0.093
H: 2.895 -3.124 5.989  0.108
H: 1.960 -3.702 7.436  0.095
H: 2.511 -4.802 6.436  0.098

---

The following is a DFT calculation (wB97M-V/def2-TZVPD) of a cluster of 4 separate species, C18H34I3N2O3P in total in a non-equilibrium geometry.

Calculated values
Molar mass: 738.167 g mol⁻¹
Highest occupied orbital energy: -7.50 eV
2S+1: 1
E: -2275.6159 hartree
HOMO-LUMO gap: 7.0 eV

Each line ends with the Löwdin charge.
Geometry (Å):
C: 2.413 -2.344 -0.908  -0.181
C: 0.914 -2.497 -1.553  -0.410
P: -0.356 -1.286 -0.864  0.831
C: -2.048 -2.155 -1.189  -0.407
C: -2.703 -2.776 0.148  -0.214
C: -0.311 0.426 -1.726  -0.564
C: 0.245 0.048 -3.219  -0.330
N: 0.865 -0.103 -4.256  0.132
C: -1.745 1.073 -2.037  -0.668
I: -2.167 1.769 -4.100  0.890
C: -2.842 1.273 -1.157  -0.738
C: -4.251 1.919 -1.659  -0.219
I: -2.705 0.777 0.930  0.902
C: 0.777 1.474 -1.032  -0.621
I: 1.119 0.629 1.000  0.977
C: 0.011 2.888 -0.989  -0.171
N: -0.602 3.913 -0.854  0.181
C: 2.206 1.497 -1.738  -0.218
C: 3.415 2.247 -1.011  -0.399
C: 3.096 3.485 -0.062  -0.131
C: 4.444 1.247 -0.207  -0.122
H: 3.115 -1.715 -1.555  0.056
H: 2.846 -3.423 -0.935  0.078
H: 2.391 -2.052 0.199  0.028
H: 0.571 -3.555 -1.211  0.092
H: 0.994 -2.557 -2.694  0.075
H: -2.789 -1.490 -1.752  0.067
H: -1.835 -3.057 -1.894  0.082
H: -2.844 -3.909 0.082  0.053
H: -3.774 -2.329 0.221  0.063
H: -2.098 -2.503 1.089  0.047
H: -5.005 1.824 -0.786  0.059
H: -4.118 3.035 -1.890  0.079
H: -4.703 1.318 -2.533  0.058
H: 2.087 2.005 -2.777  0.137
H: 2.551 0.392 -1.842  0.099
H: 4.084 2.667 -1.867  0.135
H: 2.993 4.448 -0.694  0.088
H: 4.012 3.669 0.623  0.089
H: 2.164 3.418 0.592  0.035
H: 5.522 1.605 -0.437  0.085
H: 4.235 1.388 0.908  0.050
H: 4.344 0.165 -0.575  0.059
C: 1.894 -2.519 3.746  -0.160
O: 0.980 -1.433 3.755  -0.181
H: 2.909 -2.125 3.673  0.082
H: 1.795 -3.092 4.672  0.077
H: 1.693 -3.162 2.886  0.074
H: 0.092 -1.808 3.821  0.076
C: -1.474 6.666 1.597  -0.172
O: -1.282 5.262 1.621  -0.159
H: -1.889 6.983 2.555  0.074
H: -0.516 7.167 1.435  0.073
H: -2.172 6.929 0.797  0.074
H: -0.914 5.009 0.761  -0.006
C: -2.645 -6.006 2.833  -0.156
O: -2.292 -5.892 1.463  -0.144
H: -2.423 -5.062 3.334  0.076
H: -3.714 -6.218 2.922  0.078
H: -2.066 -6.807 3.298  0.076
H: -2.498 -6.738 1.045  0.081